Record 1
The following is a DFT calculation (ωB97M-V/def2-TZVPD) of a structure of composition C2H3FeO3 in a non-equilibrium geometry.

## Properties
2S+1: 6
highest occupied orbital energy (alpha / beta): -0.278 / -0.389 hartree
M: 130.89 u
energy relative to the best compared isomer or geometry (same formula, charge and spin): 0.000 eV
charge: 0
E_tot: -1567.3881 Eh

Geometry as XYZ:
```
9
Properties=species:S:1:pos:R:3:forces:R:3
O 0.69190 -1.15116 -0.00611 0.87 0.07 0.19
C -0.13949 -0.20652 0.04164 -1.31 -0.21 -0.64
O -1.43491 -0.55728 0.00474 0.57 -0.27 0.19
O 0.19599 0.99968 0.03815 0.82 0.32 0.18
Fe 2.29111 0.22665 -0.06941 -1.00 -0.16 0.06
C -2.40521 0.48254 -0.00690 -0.22 0.46 0.04
H -2.27852 1.12431 -0.88812 -0.01 -0.15 0.24
H -3.38060 -0.01241 -0.04518 0.30 0.08 0.01
H -2.33425 1.09314 0.90256 -0.01 -0.13 -0.26
```
Forces are in eV/Å.

Record 2
The following is a DFT calculation (ωB97M-V/def2-TZVPD) of a structure of composition C2H3I2NO in a non-equilibrium geometry.

## Properties
highest occupied orbital energy: -0.348 hartree
M: 310.86 u
energy relative to the best compared isomer or geometry (same formula, charge and spin): 1.271 eV
charge: 0
E_tot: -803.3439 Eh

Geometry as XYZ:
```
9
Properties=species:S:1:pos:R:3:forces:R:3
C 0.54774 0.66934 1.01228 -6.17 -2.95 -0.82
C -1.24952 -0.63327 -0.73215 2.72 2.51 2.36
N -0.00735 0.14324 -0.25959 -2.19 -0.11 2.94
O 1.66614 0.92666 0.96373 4.60 1.77 0.66
I -1.63465 -2.43954 0.36397 0.04 0.39 -0.24
I -2.90772 0.73708 -0.83465 0.14 -0.49 -0.09
H -0.13133 0.67538 1.97251 0.88 0.10 -1.83
H -0.82220 -0.84025 -1.66582 -0.68 -0.88 -1.68
H 0.75962 0.21738 -0.87247 0.66 -0.34 -1.30
```
Forces are in eV/Å.

Record 3
The following is a DFT calculation (ωB97M-V/def2-TZVPD) of a structure of composition C2H3I2NO.

## Properties
highest occupied orbital energy (alpha / beta): -0.348 / -0.315 hartree
M: 310.86 u
energy relative to the best compared isomer or geometry (same formula, charge and spin): 3.804 eV
charge: 0
E_tot: -803.2508 Eh

Geometry as XYZ:
```
9
Properties=species:S:1:pos:R:3:forces:R:3
C 0.49605 0.14805 1.24983 0.03 0.08 0.22
C -0.77943 0.84192 1.48924 -0.72 0.50 0.17
N 0.99489 0.18084 -0.00005 0.27 -0.09 -0.56
O 1.05260 -0.38591 2.18796 0.37 -0.35 0.03
I -1.43996 0.78638 3.44125 -0.09 0.07 -0.25
I -1.40773 2.41443 0.27427 0.05 -0.25 0.17
H -2.52590 -0.78430 0.43578 0.17 0.06 0.08
H 0.49940 0.58328 -0.77607 0.01 0.01 0.10
H 1.88338 -0.26216 -0.16626 -0.10 -0.01 0.05
```
Forces are in eV/Å.